No. 1
C20H43N2OP2Sc | wB97M-V/def2-TZVPD

Values from the calculation:
* ΔE to the lowest compared entry with this formula, charge and spin: 1.389 eV
* HOMO energy (spin up / spin down): -12.78 / -12.76 eV

```
! RIJCOSX wB97M-V def2-TZVPD def2/J DEFGRID3
* xyz 2 1
Sc 0.501 0.361 0.488
P -0.622 0.695 -2.776
P 0.214 -1.278 2.491
N -1.426 -0.071 0.470
C -2.074 -0.087 -2.014
H -2.854 0.678 -1.948
H -2.418 -0.831 -2.750
C -1.966 -0.810 -0.663
H -2.994 -1.113 -0.399
H -1.404 -1.758 -0.773
C -2.252 -0.171 1.709
H -3.186 -0.702 1.473
H -2.575 0.828 2.047
C -1.554 -0.918 2.871
H -2.070 -1.870 3.057
H -1.616 -0.334 3.799
C 1.087 -1.399 4.112
C 1.044 -0.063 4.862
H 0.021 0.205 5.164
H 1.444 0.757 4.247
H 1.650 -0.125 5.771
C 0.061 -3.005 1.826
C 1.251 -3.342 0.911
H 1.109 -4.349 0.498
H 2.197 -3.329 1.459
H 1.340 -2.652 0.063
C -0.918 0.957 -4.548
C 0.161 1.800 -5.250
H -0.028 1.765 -6.339
H 1.159 1.402 -5.080
H 0.120 2.857 -4.947
C -0.288 2.211 -1.809
C 1.115 2.789 -2.055
H 1.296 3.595 -1.329
H 1.196 3.214 -3.070
H 1.922 2.053 -1.939
C 0.843 -0.345 -2.444
C -0.148 -4.053 2.919
H -1.053 -3.863 3.507
H -0.265 -5.040 2.447
H 0.706 -4.114 3.605
C -2.331 1.504 -4.835
H -2.485 1.523 -5.925
H -3.109 0.875 -4.403
H -2.452 2.524 -4.465
C -1.373 3.251 -2.086
H -1.269 4.068 -1.366
H -1.275 3.680 -3.095
H -2.383 2.839 -1.972
C 2.537 -1.863 3.898
H 3.046 -1.247 3.148
H 3.098 -1.772 4.836
H 2.606 -2.913 3.581
H 0.544 -2.160 4.698
H -0.381 1.908 -0.721
H -0.851 -2.975 1.204
H -0.860 -0.058 -4.979
O 1.231 -0.494 -1.251
H 1.236 -1.338 -3.572
H 1.400 -1.050 -4.234
C 2.626 4.982 2.544
C 1.154 4.554 2.429
C 1.003 3.269 1.793
N 0.927 2.177 1.376
H 3.206 4.235 3.104
H 2.734 5.935 3.067
H 3.076 5.093 1.559
H 0.684 4.504 3.422
H 0.591 5.288 1.832
*
```

***

No. 2
C20H43NO10P | wB97M-V/def2-TZVPD

Values from the calculation:
* ΔE to the lowest compared entry with this formula, charge and spin: 0.000 eV
* HOMO energy: -10.69 eV

```
! RIJCOSX wB97M-V def2-TZVPD def2/J DEFGRID3
* xyz 1 1
C 2.251 1.013 -3.514
C 3.277 1.001 -2.901
C 4.388 1.028 -1.937
C 3.973 0.222 -0.707
C 5.029 0.238 0.433
O 4.654 0.991 1.567
C 3.379 0.669 2.092
C 2.462 -0.092 1.133
C 0.970 0.053 1.561
P 0.004 -1.486 1.341
O -1.063 -1.248 0.388
O 0.918 -2.697 0.785
O -0.681 -1.995 2.718
N 2.616 0.592 -0.206
H 1.276 0.995 -3.938
H 5.221 0.505 -2.416
H 4.746 2.036 -1.713
H 3.894 -0.816 -1.043
H 5.918 0.723 0.026
H 5.322 -0.793 0.661
H 3.419 0.115 3.038
H 2.890 1.626 2.325
H 2.736 -1.136 0.981
H 0.979 0.388 2.605
H 0.495 0.851 0.989
H 0.681 -3.484 1.300
H -0.322 -1.480 3.455
H 2.622 1.602 -0.036
H 1.873 0.328 -0.858
C -2.886 -4.393 4.191
O -2.300 -4.695 5.443
C -0.995 -4.168 5.603
C -0.803 -3.557 6.980
O -1.511 -2.348 7.207
C -2.932 -2.398 7.306
C -3.469 -3.124 8.525
O -3.295 -4.526 8.409
C -2.900 -5.152 9.613
H -2.490 -5.060 3.417
H -3.960 -4.549 4.280
H -2.714 -3.349 3.913
H -0.774 -3.414 4.841
H -0.290 -5.002 5.486
H 0.255 -3.295 7.076
H -1.008 -4.286 7.765
H -3.375 -2.780 6.386
H -3.246 -1.354 7.389
H -4.547 -2.932 8.594
H -2.984 -2.733 9.424
H -2.111 -4.586 10.121
H -2.503 -6.136 9.363
H -3.756 -5.275 10.283
C -0.782 6.765 -7.849
O -0.683 5.414 -8.255
C 0.641 4.908 -8.237
C 0.699 3.508 -7.654
O 0.459 3.422 -6.253
C -0.856 3.699 -5.781
C -1.920 2.698 -6.196
O -2.245 2.827 -7.567
C -2.436 1.593 -8.229
H -0.489 7.433 -8.665
H -1.823 6.956 -7.592
H -0.169 6.964 -6.964
H 1.311 5.563 -7.672
H 0.990 4.865 -9.277
H 1.717 3.137 -7.795
H 0.048 2.827 -8.204
H -1.151 4.719 -6.026
H -0.778 3.654 -4.690
H -2.832 2.906 -5.621
H -1.579 1.684 -5.960
H -1.657 0.870 -7.962
H -2.376 1.777 -9.300
H -3.422 1.178 -7.995
*
```

***

No. 3
C20H44BClN6O7 | wB97M-V/def2-TZVPD

Values from the calculation:
* HOMO energy: -1.15 eV

```
! RIJCOSX wB97M-V def2-TZVPD def2/J DEFGRID3
* xyz -2 1
C 1.029 -1.025 3.021
C 1.927 -1.299 1.711
C 2.412 0.119 1.062
C 1.708 0.387 -0.361
N 1.224 1.753 -0.620
B 0.112 2.271 0.267
C 0.688 3.685 0.904
C 1.519 3.639 2.262
N 1.472 5.065 2.817
N 0.978 2.772 3.354
N 2.992 3.419 2.003
O -0.536 1.262 1.167
C -1.901 0.987 0.735
Cl -1.700 0.250 -0.998
C -2.767 -0.111 1.430
C -3.683 0.262 2.671
C -2.357 2.479 0.354
C -3.440 2.541 -0.876
O -3.290 3.459 -1.748
O -4.521 1.696 -0.975
N -2.820 3.480 1.318
C -2.244 3.458 2.666
C -4.222 3.876 1.244
C -5.467 3.049 1.831
O -4.523 4.995 0.741
O -1.138 2.809 -0.393
H 0.668 0.054 3.114
H 0.082 -1.679 3.069
H 1.628 -1.256 3.973
H 2.812 -1.946 2.037
H 1.293 -1.917 1.001
H 3.560 0.015 0.976
H 2.188 0.890 1.863
H 0.962 -0.455 -0.516
H 2.538 0.188 -1.146
H 2.022 2.383 -0.721
H 1.331 4.282 0.150
H -0.220 4.376 1.086
H 0.482 5.340 2.934
H 1.936 5.050 3.738
H 0.332 3.384 3.883
H 1.752 2.567 4.002
H 3.351 2.648 2.579
H 3.141 3.140 1.026
H -3.444 -0.594 0.636
H -2.065 -0.965 1.766
H -4.753 0.454 2.294
H -3.300 1.062 3.376
H -3.783 -0.694 3.314
H -1.767 2.488 3.013
H -1.455 4.289 2.816
H -3.085 3.728 3.415
H -5.718 2.123 1.223
H -6.396 3.713 1.974
H -5.193 2.679 2.889
C 4.056 -4.947 -4.928
O 2.819 -4.423 -5.381
C 1.772 -5.395 -5.394
C 0.700 -5.033 -4.368
N 1.198 -5.215 -3.004
C 0.308 -4.666 -1.976
C 0.116 -3.143 -1.954
O 1.287 -2.422 -1.600
C 2.141 -2.116 -2.691
H 4.816 -4.173 -5.049
H 4.001 -5.213 -3.869
H 4.351 -5.820 -5.520
H 2.150 -6.411 -5.234
H 1.325 -5.363 -6.392
H -0.176 -5.671 -4.520
H 0.406 -3.993 -4.544
H 2.102 -4.762 -2.920
H 0.727 -4.965 -1.011
H -0.671 -5.151 -2.057
H -0.612 -2.922 -1.167
H -0.319 -2.757 -2.881
H 1.591 -1.971 -3.624
H 2.897 -2.898 -2.811
H 2.668 -1.191 -2.456
*
```

***

No. 4
C20H44F5N2O15P4S | wB97M-V/def2-TZVPD

Values from the calculation:
* HOMO energy: -4.99 eV

```
! RIJCOSX wB97M-V def2-TZVPD def2/J DEFGRID3
* xyz -1 1
C -4.623 -6.612 -0.100
C -3.088 -7.110 0.187
P -2.001 -5.859 1.067
C -3.246 -4.703 1.982
C -0.950 -4.782 -0.153
C -0.898 -5.681 -1.523
O -0.257 -6.798 -1.435
O -1.475 -5.290 -2.705
N 0.377 -4.607 0.510
C 0.310 -4.152 1.933
N 0.643 -5.242 2.932
S 1.487 -3.592 -0.287
O 1.257 -2.095 -0.070
O 1.568 -3.759 -1.791
C 3.281 -3.877 0.274
F 3.577 -3.291 1.531
F 4.062 -3.144 -0.693
C 3.755 -5.412 0.123
F 4.869 -5.587 1.028
F 2.793 -6.364 0.508
F 4.279 -5.716 -1.171
P -1.828 -3.163 -0.661
O -1.149 -2.446 -1.861
O -1.970 -2.019 0.606
O -3.451 -3.448 -1.224
H -5.139 -6.523 0.914
H -5.151 -7.456 -0.697
H -4.676 -5.681 -0.756
H -2.670 -7.590 -0.760
H -3.226 -7.991 0.935
H -4.024 -5.413 2.461
H -3.810 -4.003 1.278
H -2.711 -4.181 2.844
H 1.127 -3.350 2.132
H -0.675 -3.605 2.208
H -0.038 -5.251 3.702
H 1.611 -5.119 3.269
H -2.926 -1.927 0.825
H -4.075 -2.884 -0.715
O -1.859 1.242 -2.450
P -1.195 2.561 -2.861
O -1.460 2.397 -4.494
C -2.744 2.053 -4.992
C -3.463 3.284 -5.508
O 0.360 2.003 -2.831
C 0.753 1.020 -1.874
C 0.824 -0.343 -2.534
O -0.478 4.074 -3.243
C -1.312 5.216 -3.353
C -2.303 5.341 -2.213
H -3.359 1.554 -4.241
H -2.593 1.348 -5.814
H -3.737 3.944 -4.682
H -4.380 3.006 -6.034
H -2.825 3.853 -6.189
H 0.081 1.014 -1.011
H 1.746 1.297 -1.505
H -0.121 -0.608 -3.012
H 1.074 -1.118 -1.810
H 1.582 -0.342 -3.324
H -1.818 5.206 -4.321
H -0.654 6.090 -3.351
H -3.026 4.519 -2.225
H -2.856 6.281 -2.286
H -1.789 5.307 -1.249
O 1.727 4.856 4.286
P 2.299 4.930 2.865
O 3.244 3.567 2.956
C 2.714 2.343 3.447
C 2.367 1.414 2.299
O 3.473 6.050 3.193
C 3.245 7.060 4.166
C 3.953 6.696 5.458
O 2.828 5.077 1.243
C 2.127 4.367 0.232
C 0.624 4.506 0.346
H 1.836 2.495 4.078
H 3.489 1.882 4.067
H 1.509 1.797 1.741
H 2.109 0.419 2.669
H 3.202 1.326 1.600
H 2.177 7.225 4.326
H 3.659 7.996 3.776
H 3.645 5.714 5.821
H 3.752 7.436 6.236
H 5.034 6.643 5.296
H 2.433 3.320 0.243
H 2.451 4.779 -0.728
H 0.251 4.039 1.265
H 0.131 4.026 -0.501
H 0.333 5.560 0.377
*
```